{"formula": "C28H21I2N9OSTi", "method": "wB97M-V/def2-TZVPD", "homo_ha": [-0.1894, -0.2659], "relative_energy_kcal_mol": 59.8, "gap_ev": [4.7, 6.7], "total_energy_ha": -3490.717113, "spin_multiplicity": 3, "species": ["Ti", "N", "C", "S", "N", "N", "C", "C", "C", "C", "C", "C", "C", "C", "C", "C", "C", "C", "N", "H", "H", "H", "H", "H", "H", "H", "H", "H", "H", "H", "N", "C", "C", "N", "C", "C", "N", "C", "C", "N", "H", "H", "H", "H", "H", "H", "I", "C", "C", "C", "I", "C", "C", "C", "C", "N", "C", "C", "O", "H", "H", "H", "H"], "positions_angstrom": [[0.475, -0.316, -0.278], [0.535, 3.683, 1.127], [0.276, 2.409, 0.818], [0.988, 1.089, 1.681], [-0.647, 2.193, -0.160], [-1.084, 0.881, -0.219], [-2.293, 0.458, 0.229], [-3.314, 1.403, 0.625], [-3.326, 2.736, 0.038], [-4.061, 3.738, 0.641], [-4.837, 3.488, 1.753], [-4.880, 2.228, 2.332], [-4.125, 1.181, 1.737], [-2.231, -0.969, 0.474], [-3.309, -1.908, 0.566], [-3.045, -3.199, 1.031], [-1.728, -3.690, 1.081], [-0.720, -2.809, 0.820], [-0.976, -1.466, 0.680], [1.125, 3.961, 1.933], [0.203, 4.401, 0.510], [-2.618, 2.999, -0.758], [-3.907, 4.708, 0.245], [-5.344, 4.366, 2.167], [-5.448, 2.112, 3.203], [-4.053, 0.152, 2.125], [-4.348, -1.567, 0.273], [-3.910, -3.734, 1.279], [-1.600, -4.738, 1.369], [0.353, -3.027, 0.770], [4.204, -2.161, 1.345], [4.538, -2.179, 0.018], [3.392, -1.807, -0.632], [2.277, -1.706, 0.225], [2.845, -1.817, 1.464], [2.203, -1.882, 2.742], [0.889, -2.149, 2.827], [0.649, -2.308, 4.129], [1.814, -2.140, 4.846], [2.819, -1.810, 3.966], [4.887, -2.360, 2.098], [5.548, -2.489, -0.227], [3.251, -1.656, -1.685], [-0.346, -2.528, 4.484], [1.918, -2.078, 5.914], [3.786, -1.626, 4.101], [-1.827, -2.188, -4.635], [-0.293, -0.917, -4.389], [0.145, -0.248, -5.557], [1.172, 0.677, -5.397], [1.982, 1.185, -7.290], [1.661, 1.073, -4.140], [2.443, 2.199, -3.909], [3.043, 2.358, -2.664], [2.707, 1.554, -1.614], [1.851, 0.498, -1.746], [1.366, 0.186, -3.036], [0.327, -0.746, -3.079], [-0.163, -1.275, -1.941], [-0.417, -0.270, -6.470], [2.531, 2.855, -4.777], [3.586, 3.275, -2.444], [3.061, 1.716, -0.620]], "forces_ev_per_angstrom": [[-0.1, -0.8, 0.2], [1.4, 1.4, 1.1], [-2.6, -1.6, -1.9], [0.7, 0.4, 0.9], [1.3, 1.5, 1.8], [0.3, -0.4, 0.2], [1.2, -0.2, -0.6], [-0.5, 2.1, -0.5], [0.4, -1.3, 0.7], [0.7, -1.2, -0.7], [-0.3, 0.6, 0.6], [1.1, -0.3, -2.0], [-0.2, -0.1, 0.4], [-0.8, -1.2, 0.5], [-0.4, 0.8, 0.2], [0.3, 2.3, -1.2], [-0.7, -0.7, 0.6], [-0.1, 1.5, -0.1], [0.1, -1.1, -1.0], [-0.7, -0.7, -1.3], [-0.3, 0.0, 0.0], [-0.6, -0.4, 0.3], [-0.3, 1.0, -0.2], [0.0, -0.6, 0.2], [-0.7, -0.5, 1.1], [-0.4, 0.8, 0.3], [1.3, -0.5, 0.7], [-0.8, -1.3, 0.2], [0.4, 0.5, -0.3], [-0.9, -0.4, 0.0], [-1.1, 0.4, 1.1], [-0.6, 0.4, 0.3], [-0.5, -0.9, -0.2], [3.2, 0.8, 1.9], [1.6, -1.2, -1.9], [-1.8, 0.0, -0.1], [2.4, 0.4, -0.5], [0.6, 0.1, 1.0], [-0.4, 0.5, 1.1], [-2.0, -0.8, -1.2], [-1.1, 0.2, -0.8], [-0.4, 0.4, -0.5], [0.0, -0.2, -0.1], [0.1, 0.0, 0.2], [0.3, -0.1, 0.1], [0.4, 0.2, 0.5], [-1.2, -0.9, 0.2], [1.6, 0.7, 1.3], [0.8, 0.9, 2.5], [-1.0, -0.3, -1.5], [0.1, 0.6, 0.5], [0.2, -2.0, 0.2], [0.8, -0.3, 0.3], [-0.4, 2.1, -1.6], [-1.9, -3.1, 0.1], [0.5, 1.4, -1.8], [0.9, 2.7, 1.4], [-2.5, -1.4, -0.8], [1.5, 0.5, -2.2], [0.1, -0.6, -0.4], [0.4, 0.1, 0.6], [0.2, -0.3, -0.2], [0.2, 0.2, 0.6]], "lowdin_spin": [1.067, 0.012, 0.020, 0.017, 0.016, 0.148, 0.199, 0.010, 0.037, -0.002, 0.038, -0.006, 0.040, 0.083, 0.030, 0.037, 0.056, 0.019, 0.081, 0.000, 0.001, 0.002, -0.001, 0.002, -0.002, 0.001, 0.000, 0.002, 0.003, 0.001, 0.001, 0.000, 0.004, 0.010, 0.004, 0.000, 0.002, 0.000, 0.002, 0.000, 0.000, 0.000, 0.000, 0.000, 0.000, 0.000, 0.003, 0.008, -0.002, 0.009, 0.001, 0.001, 0.020, -0.003, 0.017, -0.003, 0.010, 0.002, 0.001, 0.000, 0.001, -0.001, 0.001]}

{"formula": "C6H10ClN", "method": "wB97M-V/def2-TZVPD", "homo_ha": [-0.2697, -0.3316], "relative_energy_kcal_mol": 137.1, "gap_ev": [6.6, 9.7], "total_energy_ha": -749.337975, "species": ["C", "C", "C", "C", "C", "C", "N", "Cl", "H", "H", "H", "H", "H", "H", "H", "H", "H", "H"], "positions_angstrom": [[0.454, 1.522, -0.422], [-0.762, 0.589, -0.412], [-0.510, -1.839, 1.032], [-0.081, -2.134, -0.474], [1.443, 1.306, 0.761], [-0.516, -0.787, -0.024], [1.972, 0.083, 0.951], [2.639, -0.541, -0.463], [1.012, 1.307, -1.231], [0.225, 2.617, -0.432], [-1.433, 0.985, 0.293], [-1.254, 0.543, -1.408], [-1.457, -1.964, 1.416], [0.215, -1.660, 1.834], [0.918, -2.387, -0.572], [-0.776, -2.743, -0.954], [2.139, 2.135, 0.607], [0.960, 1.501, 1.783]], "forces_ev_per_angstrom": [[-0.9, 1.0, 2.7], [0.0, -0.2, -0.8], [1.9, 2.4, -1.3], [-1.9, 1.8, 3.0], [-3.0, 3.3, 1.2], [1.7, -2.0, 0.3], [0.9, -2.9, 0.1], [0.9, -0.1, -0.4], [1.9, -0.5, -3.1], [-0.3, -0.9, -0.1], [-1.3, 0.7, 0.9], [0.3, 0.5, 0.4], [-2.2, -1.3, 0.6], [0.1, -0.5, -0.5], [1.8, -0.3, -0.5], [-1.0, -0.9, -1.1], [0.7, -0.1, 0.1], [0.3, 0.2, -1.4]], "mulliken_charge": [-0.866, -0.236, -0.594, -0.601, -0.490, -0.042, -0.181, -0.116, 0.465, 0.366, 0.300, 0.260, 0.292, 0.264, 0.222, 0.302, 0.337, 0.317]}

{"formula": "C18H16IIrN4S", "method": "wB97M-V/def2-TZVPD", "homo_ha": -0.5007, "relative_energy_kcal_mol": 2.9, "charge": 2, "gap_ev": 6.1, "total_energy_ha": -1714.198375, "species": ["Ir", "C", "C", "N", "N", "C", "N", "S", "C", "C", "C", "C", "C", "N", "H", "H", "H", "H", "H", "H", "H", "H", "H", "H", "I", "C", "C", "C", "C", "C", "C", "C", "C", "C", "C", "H", "H", "H", "H", "H", "H"], "positions_angstrom": [[-0.526, 0.388, -0.091], [1.603, -3.401, -0.408], [0.638, -2.326, -0.056], [0.821, -1.089, -0.373], [2.055, -0.633, -0.805], [2.484, 0.465, -0.135], [3.733, 0.867, -0.292], [1.384, 1.285, 0.876], [-0.520, -2.523, 0.842], [-0.920, -3.747, 1.341], [-1.912, -3.770, 2.317], [-2.461, -2.577, 2.748], [-2.017, -1.387, 2.184], [-1.063, -1.360, 1.259], [1.918, -3.321, -1.449], [1.158, -4.383, -0.279], [2.486, -3.347, 0.235], [2.661, -1.239, -1.342], [4.428, 0.324, -0.782], [4.050, 1.689, 0.200], [-0.474, -4.668, 0.996], [-2.241, -4.712, 2.734], [-3.225, -2.552, 3.512], [-2.429, -0.432, 2.481], [-2.797, -0.327, -1.242], [-3.004, 1.672, -1.781], [-4.218, 2.161, -2.152], [-4.319, 3.515, -2.532], [-3.195, 4.280, -2.597], [-1.920, 3.750, -2.267], [-0.759, 4.507, -2.497], [0.481, 3.954, -2.299], [0.593, 2.683, -1.742], [-0.501, 1.910, -1.366], [-1.801, 2.419, -1.773], [-5.097, 1.531, -2.162], [-5.284, 3.923, -2.799], [-3.254, 5.310, -2.926], [-0.856, 5.513, -2.887], [1.370, 4.514, -2.553], [1.591, 2.289, -1.603]], "forces_ev_per_angstrom": [[0.3, -1.2, 0.4], [0.1, 0.0, 0.0], [-0.2, 0.0, 0.4], [-0.5, 0.3, -0.5], [0.0, 0.2, -0.1], [0.1, 0.0, 0.1], [0.0, -0.1, 0.1], [0.2, -0.1, 0.2], [0.2, 0.0, -0.2], [0.0, 0.0, 0.0], [0.0, 0.0, 0.0], [0.0, 0.0, 0.0], [0.1, 0.0, 0.0], [0.1, 0.4, 0.2], [0.0, 0.0, 0.0], [0.0, 0.0, 0.0], [0.0, 0.0, 0.0], [0.0, 0.0, 0.0], [0.0, 0.0, 0.0], [0.0, 0.0, -0.1], [0.0, 0.0, 0.0], [0.0, 0.0, 0.0], [0.0, 0.0, 0.0], [0.0, 0.0, 0.0], [-0.1, -0.1, 0.0], [0.0, 0.3, -0.1], [0.0, -0.1, 0.0], [0.0, 0.1, 0.0], [0.0, 0.0, 0.0], [0.0, 0.0, 0.0], [0.1, 0.0, 0.0], [-0.1, 0.1, -0.1], [0.0, -0.2, 0.2], [-0.2, 0.6, -0.5], [0.1, -0.1, 0.0], [0.0, 0.0, 0.0], [0.0, 0.0, 0.0], [0.0, 0.0, 0.0], [0.0, 0.0, 0.0], [0.0, 0.0, 0.0], [0.0, 0.1, 0.0]], "mulliken_charge": [1.219, -1.669, 0.800, -0.288, -0.349, 0.460, -0.339, -0.359, 0.905, -0.716, -0.477, -0.717, -0.090, -0.293, 0.448, 0.359, 0.390, 0.276, 0.211, 0.249, 0.310, 0.473, 0.432, 0.486, 0.068, 0.689, -0.717, -0.659, -0.906, 0.553, -0.607, -1.109, 0.099, 0.687, -0.235, 0.406, 0.412, 0.412, 0.426, 0.416, 0.342]}

{"formula": "C13H28BNO9P", "method": "wB97M-V/def2-TZVPD", "homo_ha": -0.1441, "charge": -1, "gap_ev": 6.4, "total_energy_ha": -1610.371668, "species": ["C", "C", "O", "C", "B", "O", "O", "C", "O", "P", "C", "N", "O", "H", "H", "H", "H", "H", "H", "H", "H", "H", "H", "H", "H", "H", "H", "H", "H", "O", "C", "O", "C", "C", "C", "H", "H", "H", "H", "H", "H", "O", "C", "O", "C", "C", "C", "H", "H", "H", "H", "H", "H"], "positions_angstrom": [[-1.614, 2.220, 4.025], [-1.658, 0.691, 3.927], [-1.348, 0.186, 2.655], [-0.016, 0.463, 2.086], [-0.203, 1.560, 0.963], [-1.287, 1.456, 0.113], [0.669, 2.609, 0.761], [1.137, 0.622, 3.112], [1.822, -0.578, 3.196], [1.950, -1.319, 1.592], [2.000, -1.907, -0.194], [3.389, -2.155, -0.618], [0.304, -0.639, 1.321], [-2.542, 2.666, 3.667], [-1.473, 2.533, 5.062], [-0.787, 2.632, 3.448], [-2.676, 0.348, 4.123], [-1.023, 0.240, 4.694], [-1.956, 0.898, 0.533], [0.561, 2.973, -0.129], [0.798, 0.924, 4.104], [1.783, 1.438, 2.750], [1.293, -2.511, 2.080], [3.244, -1.860, 1.915], [2.561, -0.049, 1.152], [1.422, -2.820, -0.335], [1.533, -1.097, -0.768], [3.955, -1.367, -0.320], [3.435, -2.197, -1.630], [1.581, -3.609, -3.021], [1.274, -4.755, -2.920], [0.776, -5.274, -1.770], [0.593, -6.687, -1.887], [0.475, -6.955, -3.387], [1.366, -5.860, -3.963], [1.460, -7.186, -1.448], [-0.294, -6.957, -1.319], [0.771, -7.967, -3.658], [-0.556, -6.803, -3.708], [2.412, -6.168, -4.027], [1.055, -5.482, -4.933], [-4.495, 6.603, -2.227], [-3.491, 6.094, -1.817], [-3.466, 4.847, -1.308], [-2.151, 4.526, -0.804], [-1.207, 5.470, -1.544], [-2.095, 6.691, -1.761], [-2.146, 4.702, 0.274], [-1.953, 3.473, -0.980], [-0.296, 5.673, -0.985], [-0.930, 5.035, -2.505], [-2.063, 7.382, -0.916], [-1.892, 7.249, -2.671]], "forces_ev_per_angstrom": [[0.0, 0.0, 0.1], [0.0, 0.1, -0.1], [0.0, -0.1, 0.0], [0.1, -0.1, 0.1], [-0.2, 0.1, 0.1], [-0.2, 0.3, 0.2], [0.1, -0.2, -0.4], [0.0, 0.2, -0.1], [0.0, -0.2, 0.1], [0.3, -0.3, 0.3], [0.2, 0.2, 0.1], [-0.1, -0.1, 0.0], [-0.1, 0.3, -0.4], [0.0, 0.0, -0.1], [0.0, 0.0, 0.0], [0.0, 0.0, 0.0], [0.0, 0.0, 0.1], [0.1, 0.0, 0.0], [0.3, -0.2, -0.1], [0.0, 0.0, 0.3], [-0.1, 0.0, 0.0], [0.0, 0.0, 0.0], [0.0, 0.1, 0.1], [0.0, 0.1, 0.0], [-0.1, 0.0, 0.0], [-0.1, 0.0, 0.0], [-0.1, -0.1, -0.1], [0.0, 0.0, 0.0], [0.0, 0.1, 0.0], [0.0, 0.0, -0.2], [0.0, -0.1, 0.1], [0.0, 0.0, 0.0], [0.0, 0.0, 0.0], [0.0, 0.1, 0.0], [-0.1, 0.0, 0.0], [0.0, 0.0, 0.0], [0.0, 0.0, 0.0], [0.0, 0.0, 0.0], [0.0, 0.0, 0.0], [0.0, 0.0, 0.0], [0.1, 0.0, 0.0], [0.0, 0.0, 0.0], [0.0, 0.0, 0.1], [0.0, 0.0, 0.0], [0.1, 0.0, 0.0], [0.0, 0.0, 0.0], [0.0, -0.1, 0.0], [0.0, 0.0, 0.0], [-0.1, 0.0, 0.0], [0.0, 0.0, 0.0], [0.0, 0.0, 0.0], [0.0, 0.0, 0.0], [0.0, 0.0, 0.0]], "mulliken_charge": [-0.833, -0.457, -0.421, -0.106, 0.986, -0.613, -0.600, -0.404, -0.411, -0.205, -0.140, -0.743, -0.387, 0.291, 0.343, 0.166, 0.390, 0.341, 0.299, 0.243, 0.403, 0.245, -0.195, 0.087, -0.149, 0.262, 0.143, 0.275, 0.230, -0.525, 0.521, -0.292, -0.445, -0.469, -0.491, 0.261, 0.306, 0.313, 0.258, 0.253, 0.297, -0.606, 0.460, -0.331, -0.166, -0.462, -0.423, 0.110, 0.232, 0.319, 0.293, 0.237, 0.307]}

{"formula": "C5H9NO", "method": "wB97M-V/def2-TZVPD", "homo_ha": -0.3050, "relative_energy_kcal_mol": 84.5, "gap_ev": 8.8, "total_energy_ha": -325.802958, "species": ["C", "C", "O", "C", "C", "C", "N", "H", "H", "H", "H", "H", "H", "H", "H", "H"], "positions_angstrom": [[-1.322, -0.774, -0.903], [-0.803, 0.089, 0.208], [-0.690, -1.015, 1.538], [0.587, 0.507, 0.261], [1.577, 0.049, -0.796], [0.797, 1.804, 0.827], [0.967, 2.855, 1.298], [-1.372, -0.158, -1.807], [-2.322, -1.158, -0.686], [-0.654, -1.614, -1.102], [-1.530, 0.795, 0.608], [-1.115, -0.652, 2.336], [0.339, -0.518, 1.414], [2.591, 0.334, -0.504], [1.382, 0.496, -1.779], [1.570, -1.040, -0.915]], "forces_ev_per_angstrom": [[0.0, 0.0, 0.0], [0.0, 0.1, -0.1], [0.2, 0.0, 0.5], [-0.1, 0.1, -0.1], [0.1, 0.0, -0.1], [0.2, 0.9, 0.3], [-0.2, -1.0, -0.4], [0.0, -0.1, 0.0], [0.2, 0.1, 0.0], [-0.1, 0.1, 0.0], [0.1, -0.1, -0.1], [0.1, -0.1, -0.2], [-0.4, -0.2, 0.0], [-0.1, 0.0, 0.0], [0.0, 0.0, 0.1], [0.0, 0.2, 0.0]], "mulliken_charge": [-1.356, 0.106, -0.592, 0.273, -1.433, 0.293, -0.557, 0.337, 0.366, 0.308, 0.432, 0.393, 0.390, 0.404, 0.289, 0.345]}

{"formula": "C4H13NO2", "method": "wB97M-V/def2-TZVPD", "homo_ha": -0.3353, "relative_energy_kcal_mol": 30.4, "smiles": "C1CCNC1.O.O", "gap_ev": 10.0, "total_energy_ha": -365.393971, "species": ["N", "C", "C", "C", "C", "H", "H", "H", "H", "H", "H", "H", "H", "H", "H", "H", "O", "H", "H", "O"], "positions_angstrom": [[1.016, 0.473, 0.384], [0.698, 0.040, -1.070], [-0.573, 0.802, -1.402], [-0.486, 2.144, -0.689], [0.512, 1.776, 0.659], [2.019, 0.467, 0.435], [1.458, 0.406, -1.687], [0.591, -1.004, -1.302], [-0.692, 1.093, -2.509], [-1.469, 0.230, -1.036], [-0.058, 2.829, -1.484], [-1.376, 2.630, -0.301], [1.276, 2.555, 0.753], [-0.116, 1.737, 1.526], [-0.520, -2.789, 0.763], [-1.371, -2.958, -0.567], [-0.508, -3.006, -0.165], [0.468, -1.319, 2.269], [-0.564, -0.597, 1.414], [-0.449, -1.389, 1.922]], "forces_ev_per_angstrom": [[0.3, -2.0, -1.9], [-1.0, 1.4, 1.3], [-1.8, 0.3, -0.7], [2.3, 0.2, 1.1], [-1.6, 1.7, -3.0], [0.3, -0.1, 0.3], [1.4, 0.6, -1.1], [0.0, -0.6, 0.8], [0.1, -1.2, 1.5], [0.7, 0.3, -0.6], [0.1, -0.3, 1.5], [-0.3, -0.3, -0.2], [-0.1, -0.2, 0.1], [-0.4, 0.4, 0.6], [-0.5, 0.6, 0.5], [-0.4, 0.0, 0.4], [0.8, -0.8, -1.4], [-1.0, 0.1, -0.5], [0.3, 0.6, -0.6], [0.6, -0.9, 1.7]], "mulliken_charge": [-0.391, -0.727, -0.417, -0.625, -0.578, 0.280, 0.445, 0.357, 0.328, 0.234, 0.272, 0.317, 0.318, 0.275, 0.379, 0.285, -0.641, 0.348, 0.323, -0.781]}